Record 1
Molecular formula: C39H42N3O
Method: DFT, wB97M-V/def2-TZVPD

Its molar mass is 568.79 g mol⁻¹. The calculation puts the maximum force at 2.30 eV/A. The electronic energy comes out at -1750.616046 a.u.

```
! wB97M-V def2-TZVPD RIJCOSX def2/J DEFGRID3
* xyz 1 1
C -0.105 -5.102 -3.997
N 0.390 -4.146 -3.022
C 1.411 -3.266 -3.209
C 1.632 -2.525 -2.008
C 2.511 -1.458 -1.885
C 2.857 -0.599 -0.768
C 2.056 0.508 -0.416
C 2.522 1.576 0.336
C 3.834 1.507 0.889
N 4.374 2.592 1.517
C 3.761 3.898 1.372
C 2.252 3.803 1.503
C 1.696 2.818 0.477
C 5.767 2.592 1.917
C 6.151 1.234 2.473
C 5.917 0.172 1.402
C 4.590 0.310 0.723
C 4.123 -0.678 -0.128
C 0.651 -3.046 -1.042
C 0.288 -2.676 0.244
C -0.829 -3.311 0.823
C -1.549 -4.312 0.146
C -1.197 -4.679 -1.157
C -0.100 -4.036 -1.715
H -1.192 -5.226 -3.917
H 0.147 -4.752 -5.004
H 0.349 -6.093 -3.851
H 1.926 -3.161 -4.163
H 3.190 -1.367 -2.746
H 1.046 0.526 -0.815
H 4.178 4.548 2.148
H 4.017 4.334 0.387
H 1.985 3.476 2.517
H 1.807 4.790 1.344
H 1.629 3.318 -0.506
H 0.664 2.558 0.742
H 6.411 2.834 1.052
H 5.905 3.383 2.662
H 7.199 1.245 2.779
H 5.546 0.999 3.356
H 6.721 0.235 0.653
H 5.996 -0.824 1.849
H 4.743 -1.554 -0.320
H 0.894 -1.938 0.774
H -1.129 -3.038 1.836
H -2.392 -4.796 0.640
H -1.727 -5.438 -1.727
O -2.671 -1.032 0.709
C -2.812 0.297 0.242
C -4.283 0.641 0.538
C -4.816 0.107 1.706
C -6.150 0.357 2.038
C -6.921 1.204 1.237
C -6.364 1.789 0.096
C -5.050 1.485 -0.277
C -1.876 1.181 1.077
C -0.796 0.638 1.777
C -0.289 1.315 2.892
C -0.804 2.567 3.242
C -1.755 3.181 2.428
C -2.266 2.504 1.318
C -2.493 0.323 -1.252
C -3.242 -0.767 -2.036
C -2.252 -1.231 -3.117
C -0.938 -0.490 -2.839
N -1.087 0.055 -1.496
H -1.818 -1.368 0.363
H -4.182 -0.503 2.349
H -6.565 -0.107 2.933
H -7.955 1.419 1.506
H -6.940 2.490 -0.512
H -4.615 1.937 -1.174
H -0.373 -0.331 1.494
H 0.490 0.841 3.494
H -0.470 3.064 4.154
H -2.140 4.171 2.686
H -3.016 2.964 0.673
H -2.752 1.326 -1.643
H -3.465 -1.601 -1.352
H -4.180 -0.368 -2.441
H -2.105 -2.316 -3.041
H -2.606 -0.989 -4.126
H -0.076 -1.156 -2.845
H -0.742 0.272 -3.618
H -0.541 0.897 -1.346
*
```

Here are the Mulliken charges for atoms 1 to 8, given in e: -0.997, 0.363, -0.597, 0.424, -1.176, -0.611, 1.100, -0.101

=====

Record 2
Molecular formula: C39H43AsNP2RuS2
Method: DFT, wB97M-V/def2-TZVPD

Its expectation value of S² is 6.07. Its molar mass is 827.85 g mol⁻¹. The calculation puts the maximum force at 1.66 eV/A. The electronic energy comes out at -5376.152057 a.u.

```
! wB97M-V def2-TZVPD RIJCOSX def2/J DEFGRID3
* xyz 1 5
Ru -1.223 -0.192 0.278
C 1.450 0.788 -1.620
C 1.638 -0.661 -1.182
P 2.197 -0.666 0.606
C 1.988 -2.372 1.167
C 2.973 -2.960 1.931
C 2.745 -4.073 2.729
C 1.450 -4.622 2.839
C 0.413 -4.111 2.144
C 0.585 -2.922 1.245
C 3.998 -0.621 0.288
C 4.756 0.412 0.823
C 6.110 0.499 0.549
C 6.716 -0.457 -0.248
C 5.969 -1.504 -0.766
C 4.615 -1.587 -0.506
P 0.084 1.578 -0.662
C 0.755 2.532 0.746
C -0.186 2.943 1.693
C 0.195 3.681 2.796
C 1.534 3.982 2.984
C 2.476 3.565 2.057
C 2.089 2.859 0.930
C -0.350 3.038 -1.695
C 0.153 3.236 -2.978
C 0.003 4.460 -3.609
C -0.657 5.499 -2.978
C -1.238 5.283 -1.739
C -1.097 4.061 -1.109
H 1.158 0.800 -2.674
H 2.377 1.358 -1.518
H 2.370 -1.168 -1.817
H 0.674 -1.190 -1.250
H 3.966 -2.536 1.902
H 3.560 -4.508 3.283
H 1.294 -5.465 3.495
H -0.583 -4.522 2.201
H -0.093 -2.105 1.612
H 4.276 1.140 1.463
H 6.690 1.311 0.959
H 7.771 -0.392 -0.463
H 6.446 -2.258 -1.374
H 4.042 -2.415 -0.902
H -1.231 2.661 1.572
H -0.547 4.001 3.513
H 1.838 4.550 3.847
H 3.519 3.793 2.216
H 2.832 2.578 0.199
H 0.675 2.455 -3.506
H 0.430 4.601 -4.590
H -0.722 6.467 -3.450
H -1.782 6.076 -1.249
H -1.555 3.916 -0.143
S -0.368 0.144 2.393
C -1.627 -0.289 3.511
C -1.477 -0.031 4.869
C -2.470 -0.421 5.745
C -3.616 -1.054 5.277
C -3.792 -1.278 3.926
C -2.792 -0.905 3.037
S -2.975 -1.227 1.337
H -0.578 0.456 5.214
H -2.351 -0.245 6.800
H -4.368 -1.388 5.973
H -4.688 -1.749 3.552
N -0.484 -3.482 -1.044
C 0.021 -3.238 -0.043
C -3.810 1.031 -1.319
C -3.057 0.401 -2.485
As -2.087 -1.178 -1.826
C -1.048 -1.709 -3.447
C -1.788 -1.577 -4.776
C -3.519 -2.528 -1.596
C -4.503 -2.760 -2.739
H -4.230 1.998 -1.593
H -3.127 1.193 -0.453
H -4.621 0.378 -0.989
H -2.309 1.104 -2.877
H -3.745 0.142 -3.295
H -0.719 -2.742 -3.296
H -0.155 -1.071 -3.474
H -2.681 -2.196 -4.788
H -1.136 -1.908 -5.584
H -2.074 -0.541 -4.964
H -4.078 -2.193 -0.716
H -3.024 -3.467 -1.328
H -4.939 -1.822 -3.086
H -5.312 -3.398 -2.384
H -4.023 -3.267 -3.573
*
```

Here are the natural (NBO) charges for atoms 1 to 8, given in e: 0.256, -0.724, -0.721, 0.859, -0.318, -0.146, -0.194, -0.218

=====

Record 3
Molecular formula: C39H43BClF5IO6PS2
Method: DFT, wB97M-V/def2-TZVPD

Its molar mass is 971.03 g mol⁻¹. The calculation puts the maximum force at 0.86 eV/A. As for the SMILES: COB(O)[C@]1([PH2]=S)OS(=O)(=O)O[C@@]1(CCCCl)C[C@@H](C)I.Fc1ccccc1.Fc1ccccc1.Fc1ccccc1.Fc1ccccc1.Fc1ccccc1. The electronic energy comes out at -4383.228338 a.u.

```
! wB97M-V def2-TZVPD RIJCOSX def2/J DEFGRID3
* xyz 0 1
C 2.901 2.321 0.469
O 1.683 3.044 0.656
B 0.569 2.728 -0.055
O 0.561 2.338 -1.364
C -0.794 2.809 0.808
P -0.972 4.707 0.812
S -0.304 5.550 -0.812
O -0.572 2.379 2.169
S -1.958 2.464 2.975
O -2.049 3.750 3.580
O -2.086 1.281 3.741
O -2.900 2.445 1.710
C -2.122 2.100 0.469
C -2.018 0.557 0.474
C -0.676 -0.049 0.055
C -0.806 -1.482 -0.420
Cl -1.345 -2.580 0.886
C -2.998 2.684 -0.639
C -2.413 2.691 -2.051
C -2.187 1.307 -2.637
I -3.841 3.752 -3.281
H 3.418 2.644 -0.437
H 3.532 2.531 1.329
H 2.713 1.247 0.413
H 1.197 2.839 -1.886
H -0.279 5.013 1.989
H -2.312 4.981 1.112
H -2.826 0.154 -0.140
H -2.221 0.220 1.489
H -0.214 0.501 -0.764
H -0.002 -0.036 0.917
H 0.146 -1.857 -0.789
H -1.527 -1.565 -1.233
H -3.908 2.077 -0.661
H -3.308 3.686 -0.347
H -1.533 3.323 -2.106
H -2.231 1.337 -3.725
H -2.977 0.622 -2.324
H -1.205 0.922 -2.371
F 0.180 -0.401 -3.813
C 0.514 -0.541 -5.116
C -0.020 0.338 -6.036
C 0.333 0.184 -7.369
C 1.197 -0.831 -7.757
C 1.715 -1.699 -6.806
C 1.377 -1.560 -5.467
H -0.694 1.119 -5.711
H -0.072 0.864 -8.108
H 1.465 -0.945 -8.798
H 2.386 -2.494 -7.105
H 1.765 -2.222 -4.705
F -5.259 0.642 -4.997
C -6.331 1.005 -5.732
C -6.327 2.239 -6.349
C -7.433 2.599 -7.107
C -8.513 1.736 -7.232
C -8.487 0.502 -6.596
C -7.389 0.124 -5.837
H -5.476 2.896 -6.233
H -7.448 3.561 -7.602
H -9.372 2.024 -7.823
H -9.328 -0.173 -6.688
H -7.343 -0.833 -5.336
F 4.932 0.118 5.255
C 3.885 0.974 5.290
C 3.542 1.549 6.496
C 2.458 2.418 6.524
C 1.744 2.690 5.364
C 2.115 2.093 4.167
C 3.197 1.224 4.121
H 4.111 1.316 7.386
H 2.172 2.881 7.459
H 0.897 3.362 5.393
H 1.557 2.303 3.265
H 3.507 0.739 3.205
F 1.694 -3.490 -1.848
C 2.317 -4.277 -0.935
C 1.776 -4.375 0.329
C 2.427 -5.180 1.255
C 3.587 -5.860 0.909
C 4.103 -5.738 -0.374
C 3.466 -4.940 -1.315
H 0.872 -3.837 0.584
H 2.021 -5.273 2.254
H 4.087 -6.483 1.638
H 5.008 -6.264 -0.648
H 3.844 -4.829 -2.321
F 5.166 -5.835 8.436
C 4.543 -4.689 8.086
C 3.170 -4.616 8.217
C 2.538 -3.435 7.855
C 3.274 -2.361 7.372
C 4.653 -2.467 7.251
C 5.303 -3.639 7.611
H 2.621 -5.468 8.593
H 1.463 -3.355 7.952
H 2.774 -1.444 7.088
H 5.224 -1.632 6.870
H 6.375 -3.747 7.529
*
```

Here are the Mulliken charges for atoms 1 to 8, given in e: -0.862, -0.846, 0.814, -0.565, 0.444, 0.001, -0.368, 0.097

=====

Record 4
Molecular formula: C39H43ClP2Si2Zr
Method: DFT, wB97M-V/def2-TZVPD

Its molar mass is 756.57 g mol⁻¹. The calculation puts the maximum force at 3.66 eV/A. The electronic energy comes out at -3280.286529 a.u.

```
! wB97M-V def2-TZVPD RIJCOSX def2/J DEFGRID3
* xyz 2 1
C -1.931 -1.325 4.035
C -2.615 -0.771 2.901
C -2.462 -1.683 1.804
H -3.248 0.111 2.917
C -1.693 -2.809 2.262
C -1.358 -2.582 3.640
H -0.871 -3.296 4.302
H -1.947 -0.925 5.047
H -2.969 -1.605 0.847
H -1.502 -3.719 1.704
Zr -0.260 -0.891 2.311
Si -1.031 -0.576 -4.099
C -0.481 0.996 -5.136
C 0.864 1.163 -5.516
H 1.595 0.356 -5.358
C 1.308 2.371 -6.073
H 2.367 2.502 -6.338
C 0.358 3.387 -6.289
H 0.687 4.325 -6.716
C -0.999 3.228 -5.950
H -1.728 4.026 -6.153
C -1.416 2.018 -5.382
H -2.468 1.844 -5.129
C -0.148 -1.913 -5.067
C -0.521 -2.127 -6.410
H -1.338 -1.547 -6.844
C 0.174 -3.052 -7.193
H -0.080 -3.194 -8.251
C 1.201 -3.826 -6.621
H 1.699 -4.600 -7.196
C 1.563 -3.639 -5.276
H 2.343 -4.246 -4.802
C 0.914 -2.657 -4.536
H 1.247 -2.447 -3.520
H -2.514 -0.570 -4.079
Si 1.085 0.528 -2.294
C 0.124 -1.029 -1.753
C -1.308 -1.203 -1.707
H -2.040 -0.386 -1.753
C -1.873 -2.470 -1.449
H -2.951 -2.618 -1.615
C -1.075 -3.545 -1.081
H -1.513 -4.539 -0.971
C 0.302 -3.346 -0.930
H 0.930 -4.185 -0.618
C 0.873 -2.125 -1.262
H 1.963 -2.030 -1.163
C -0.023 1.884 -1.719
C -1.037 1.673 -0.765
H -1.096 0.744 -0.182
C -2.046 2.608 -0.547
H -2.901 2.360 0.090
C -1.989 3.847 -1.188
H -2.825 4.546 -1.111
C -0.892 4.132 -2.003
H -0.829 5.108 -2.481
C 0.104 3.188 -2.246
H 0.966 3.450 -2.859
H 2.400 0.757 -1.625
Cl 1.678 -0.279 1.027
C 3.306 -0.488 3.753
P 1.635 -1.069 4.196
C 1.958 -2.632 5.017
C 1.230 0.101 5.556
C 1.698 -0.097 6.858
C 1.354 0.818 7.868
C 0.582 1.931 7.581
C 0.136 2.160 6.270
C 0.442 1.243 5.256
P -0.122 1.473 3.514
C -1.581 2.516 3.661
C 1.142 2.596 2.836
H 3.490 -0.764 2.710
H 4.035 -0.984 4.402
H 3.381 0.603 3.848
H 2.972 -2.605 5.431
H 1.218 -2.819 5.804
H 1.906 -3.425 4.261
H 2.317 -0.962 7.095
H 1.707 0.639 8.884
H 0.317 2.647 8.364
H -0.447 3.051 6.046
H -1.260 3.539 3.892
H -2.125 2.513 2.708
H -2.234 2.144 4.459
H 0.909 3.615 3.170
H 2.143 2.315 3.188
H 1.121 2.542 1.740
*
```

Here are the Mulliken charges for atoms 1 to 8, given in e: -0.327, -0.643, -0.445, 0.616, -0.369, -0.978, 0.664, 0.575

=====

Question: Which value of electronic energy does entry 1 give?
Answer: -1750.616046 a.u.

=====

Please write out number 1 again, unchanged.
Molecular formula: C39H42N3O
Method: DFT, wB97M-V/def2-TZVPD

Its molar mass is 568.79 g mol⁻¹. The calculation puts the maximum force at 2.30 eV/A. The electronic energy comes out at -1750.616046 a.u.

```
! wB97M-V def2-TZVPD RIJCOSX def2/J DEFGRID3
* xyz 1 1
C -0.105 -5.102 -3.997
N 0.390 -4.146 -3.022
C 1.411 -3.266 -3.209
C 1.632 -2.525 -2.008
C 2.511 -1.458 -1.885
C 2.857 -0.599 -0.768
C 2.056 0.508 -0.416
C 2.522 1.576 0.336
C 3.834 1.507 0.889
N 4.374 2.592 1.517
C 3.761 3.898 1.372
C 2.252 3.803 1.503
C 1.696 2.818 0.477
C 5.767 2.592 1.917
C 6.151 1.234 2.473
C 5.917 0.172 1.402
C 4.590 0.310 0.723
C 4.123 -0.678 -0.128
C 0.651 -3.046 -1.042
C 0.288 -2.676 0.244
C -0.829 -3.311 0.823
C -1.549 -4.312 0.146
C -1.197 -4.679 -1.157
C -0.100 -4.036 -1.715
H -1.192 -5.226 -3.917
H 0.147 -4.752 -5.004
H 0.349 -6.093 -3.851
H 1.926 -3.161 -4.163
H 3.190 -1.367 -2.746
H 1.046 0.526 -0.815
H 4.178 4.548 2.148
H 4.017 4.334 0.387
H 1.985 3.476 2.517
H 1.807 4.790 1.344
H 1.629 3.318 -0.506
H 0.664 2.558 0.742
H 6.411 2.834 1.052
H 5.905 3.383 2.662
H 7.199 1.245 2.779
H 5.546 0.999 3.356
H 6.721 0.235 0.653
H 5.996 -0.824 1.849
H 4.743 -1.554 -0.320
H 0.894 -1.938 0.774
H -1.129 -3.038 1.836
H -2.392 -4.796 0.640
H -1.727 -5.438 -1.727
O -2.671 -1.032 0.709
C -2.812 0.297 0.242
C -4.283 0.641 0.538
C -4.816 0.107 1.706
C -6.150 0.357 2.038
C -6.921 1.204 1.237
C -6.364 1.789 0.096
C -5.050 1.485 -0.277
C -1.876 1.181 1.077
C -0.796 0.638 1.777
C -0.289 1.315 2.892
C -0.804 2.567 3.242
C -1.755 3.181 2.428
C -2.266 2.504 1.318
C -2.493 0.323 -1.252
C -3.242 -0.767 -2.036
C -2.252 -1.231 -3.117
C -0.938 -0.490 -2.839
N -1.087 0.055 -1.496
H -1.818 -1.368 0.363
H -4.182 -0.503 2.349
H -6.565 -0.107 2.933
H -7.955 1.419 1.506
H -6.940 2.490 -0.512
H -4.615 1.937 -1.174
H -0.373 -0.331 1.494
H 0.490 0.841 3.494
H -0.470 3.064 4.154
H -2.140 4.171 2.686
H -3.016 2.964 0.673
H -2.752 1.326 -1.643
H -3.465 -1.601 -1.352
H -4.180 -0.368 -2.441
H -2.105 -2.316 -3.041
H -2.606 -0.989 -4.126
H -0.076 -1.156 -2.845
H -0.742 0.272 -3.618
H -0.541 0.897 -1.346
*
```

Here are the Mulliken charges for atoms 1 to 8, given in e: -0.997, 0.363, -0.597, 0.424, -1.176, -0.611, 1.100, -0.101